The following is a quantum chemistry calculation of a molecular structure, C8H6 at a distorted geometry, from OMol25.

XYZ file:
```
14
C8H6 ωB97M-V/def2-TZVPD
C 1.182 0.488 1.412
C 0.620 -0.230 2.371
C -0.572 -1.462 -0.166
C -1.313 -1.146 -1.239
C 1.417 0.382 -0.053
C -1.000 0.331 -1.309
C -0.361 0.229 1.224
C -0.006 -0.047 -0.191
H -0.392 -2.272 0.518
H 1.498 1.476 -0.491
H 2.305 -0.223 -0.308
H -0.513 0.680 -2.205
H -1.639 0.998 -0.850
H -1.224 0.796 1.286
```

Computed properties:
Energy relative to the best compared isomer or geometry (same formula, charge and spin) (kcal/mol): 160.2
HOMO level (spin up / spin down) (eV): -8.6147 / -7.8080
E_LUMO (spin up / spin down) (eV): -0.701 / -0.574


The following is a quantum chemistry calculation of a molecular structure, C41H59NO35S2 at a distorted geometry, from OMol25.

XYZ file:
```
138
C41H59NO35S2 ωB97M-V/def2-TZVPD
C -2.471 3.399 -2.385
C -1.875 2.139 -1.675
C -1.685 2.362 -0.166
C -0.698 1.360 0.514
C 0.605 1.971 1.028
N 1.083 1.157 2.177
C 0.598 3.426 1.610
O 0.021 3.906 2.488
O 1.535 4.224 0.931
C 2.629 3.355 0.688
S 3.683 3.932 -0.691
C 1.822 2.088 0.087
S 1.498 2.552 -1.669
H -3.356 3.072 -2.937
H -1.782 3.814 -3.124
H -2.731 4.154 -1.643
H -0.947 1.896 -2.193
H -2.557 1.297 -1.833
H -1.463 3.417 0.023
H -2.668 2.179 0.275
H -0.448 0.536 -0.157
H -1.207 0.924 1.377
H 2.048 0.874 2.064
H 0.515 0.332 2.315
H 3.279 3.157 1.541
H 4.514 2.881 -0.900
H 2.514 1.246 0.035
H 0.807 3.707 -1.530
C -4.975 -0.382 0.688
C -5.085 -1.739 1.331
O -3.958 -2.434 0.787
C -3.047 -1.497 0.415
O -1.926 -1.729 0.088
O -3.567 -0.252 0.470
H -5.341 0.416 1.326
H -5.490 -0.331 -0.273
H -4.982 -1.699 2.418
H -6.015 -2.248 1.084
C 6.229 2.045 -5.194
C 6.428 3.353 -4.469
O 5.690 3.149 -3.260
C 5.613 1.815 -3.045
O 5.213 1.319 -2.037
O 6.052 1.118 -4.119
H 7.084 1.768 -5.807
H 5.331 2.041 -5.815
H 7.473 3.540 -4.218
H 6.042 4.205 -5.022
C -0.291 -4.155 1.994
C 0.582 -3.339 2.921
O -0.091 -3.483 4.181
C -0.820 -4.625 4.137
O -1.361 -5.114 5.079
O -0.850 -5.135 2.884
H 0.268 -4.633 1.195
H -1.102 -3.572 1.557
H 1.592 -3.745 3.012
H 0.647 -2.297 2.634
C 1.947 -3.966 -2.280
C 3.337 -4.096 -1.707
O 3.340 -3.100 -0.679
C 2.054 -2.880 -0.316
O 1.719 -2.225 0.622
O 1.195 -3.493 -1.159
H 1.549 -4.908 -2.643
H 1.887 -3.228 -3.075
H 3.516 -5.074 -1.255
H 4.117 -3.900 -2.440
C 4.580 8.551 -3.865
C 4.423 7.161 -3.301
O 5.567 6.480 -3.820
C 6.513 7.416 -4.098
O 7.637 7.167 -4.388
O 5.999 8.670 -4.001
H 4.187 9.321 -3.206
H 4.121 8.659 -4.850
H 4.464 7.142 -2.210
H 3.505 6.677 -3.627
C 3.226 3.082 4.796
C 3.078 1.724 5.415
O 4.202 1.013 4.888
C 5.146 1.936 4.547
O 6.260 1.673 4.234
O 4.638 3.199 4.609
H 2.853 3.875 5.440
H 2.733 3.153 3.824
H 3.153 1.745 6.503
H 2.143 1.244 5.133
C -0.452 -0.855 -4.792
C -1.027 -1.337 -6.101
O -0.331 -2.571 -6.311
C 0.082 -3.018 -5.101
O 0.545 -4.099 -4.899
O -0.097 -2.080 -4.144
H -1.166 -0.293 -4.194
H 0.449 -0.253 -4.924
H -2.098 -1.542 -6.039
H -0.847 -0.646 -6.922
C 0.539 -6.127 -7.667
C -0.650 -6.992 -7.335
O -0.599 -7.996 -8.352
C 0.685 -8.072 -8.796
O 1.097 -8.917 -9.520
O 1.430 -7.050 -8.299
H 0.997 -5.685 -6.786
H 0.294 -5.333 -8.376
H -0.557 -7.473 -6.358
H -1.591 -6.449 -7.373
C -10.532 -2.264 1.381
C -10.061 -3.071 0.194
O -9.375 -2.094 -0.592
C -8.983 -1.093 0.238
O -8.248 -0.213 -0.070
O -9.543 -1.235 1.467
H -10.567 -2.846 2.299
H -11.507 -1.803 1.215
H -9.357 -3.857 0.474
H -10.881 -3.514 -0.367
C 1.762 -1.668 9.578
C 2.271 -1.330 8.198
O 2.528 0.073 8.297
C 2.730 0.367 9.610
O 3.127 1.410 10.010
O 2.414 -0.694 10.397
H 2.027 -2.675 9.891
H 0.682 -1.539 9.669
H 3.204 -1.843 7.957
H 1.543 -1.537 7.417
C -4.560 0.835 5.260
C -5.945 1.436 5.266
O -5.911 2.306 4.133
C -4.954 1.850 3.288
O -4.784 2.246 2.181
O -4.213 0.873 3.873
H -4.539 -0.185 5.637
H -3.839 1.435 5.819
H -6.727 0.689 5.114
H -6.160 1.993 6.175
```

Computed properties:
HOMO level (eV): -7.4873
E_LUMO (eV): -0.057


The following is a quantum chemistry calculation of a molecular structure, C11H19FN3O2ReSe2Te2, from OMol25.

XYZ file:
```
41
C11H19FN3O2ReSe2Te2 ωB97M-V/def2-TZVPD
Re 0.073 0.162 0.230
N 0.526 -1.057 2.058
C 1.173 -2.389 1.971
C 2.458 -2.358 1.157
C 2.270 -2.194 -0.343
N 1.846 -0.824 -0.723
H 1.122 -0.450 2.622
H -0.352 -1.130 2.569
H 0.463 -3.089 1.524
H 1.384 -2.750 2.979
H 2.973 -3.306 1.321
H 3.129 -1.582 1.542
H 1.514 -2.891 -0.706
H 3.201 -2.431 -0.859
H 1.660 -0.797 -1.726
H 2.627 -0.189 -0.564
Se -0.139 1.470 -1.824
Te -2.567 1.902 -2.341
Te -3.625 0.278 -0.469
Se -1.985 0.964 1.331
F 3.911 4.289 2.822
C 3.074 3.415 2.253
C 3.256 3.077 0.925
C 2.380 2.175 0.346
C 1.325 1.585 1.060
C 1.187 1.976 2.403
C 2.043 2.885 3.004
H 4.058 3.535 0.361
H 2.510 1.970 -0.713
H 0.360 1.602 3.000
H 1.915 3.195 4.032
N -1.969 -4.157 -0.282
C -1.834 -3.686 -1.664
C -1.095 -2.356 -1.694
O -0.666 -1.805 -2.655
O -0.977 -1.830 -0.434
H -1.462 -5.018 -0.125
H -2.934 -4.320 -0.025
H -1.264 -2.590 0.153
H -2.805 -3.504 -2.126
H -1.301 -4.384 -2.308
```

Computed properties:
2S+1: 4
HOMO level (spin up / spin down) (eV): -9.9735 / -10.0799
E_LUMO (spin up / spin down) (eV): -3.045 / -4.309
Total charge: +1
⟨S²⟩: 3.7882


The following is a quantum chemistry calculation of a molecular structure, C12H24Br12Cs2F3NO4S2 at a distorted geometry, from OMol25.

XYZ file:
```
60
C12H24Br12Cs2F3NO4S2 ωB97M-V/def2-TZVPD
Cs 8.730 14.820 5.418
Cs 9.423 13.828 9.482
F 9.861 12.431 6.815
N 7.544 16.048 8.117
S 7.536 17.635 7.591
O 6.701 18.610 8.308
O 7.314 17.720 6.164
F 9.030 18.105 7.775
S 6.047 15.980 8.327
O 5.232 15.682 7.145
O 5.517 16.662 9.432
F 6.015 14.443 8.885
Br 13.455 7.026 13.123
C 12.362 8.538 12.503
C 11.151 7.938 11.732
Br 9.883 9.323 11.285
H 13.021 9.110 11.850
H 12.034 9.181 13.320
H 10.681 7.165 12.339
H 11.533 7.556 10.786
Br 8.431 21.079 9.544
C 9.824 19.856 10.197
C 9.173 18.720 10.983
Br 10.585 17.369 11.272
H 10.615 20.356 10.755
H 10.429 19.589 9.330
H 8.339 18.270 10.445
H 8.854 18.939 12.003
Br 14.788 11.157 7.033
C 13.950 12.471 8.142
C 14.755 12.799 9.423
Br 13.715 13.984 10.702
H 12.979 12.029 8.364
H 13.732 13.371 7.567
H 15.697 13.276 9.155
H 14.905 11.853 9.944
Br 13.697 17.627 9.419
C 14.429 16.431 7.958
C 13.510 16.558 6.685
Br 11.657 16.053 7.296
H 14.301 15.427 8.364
H 15.489 16.545 7.730
H 13.903 15.838 5.967
H 13.626 17.552 6.254
Br 8.440 16.823 16.096
C 7.909 16.627 14.244
C 7.477 15.122 14.130
Br 6.751 14.847 12.243
H 8.781 16.703 13.595
H 7.291 17.494 14.010
H 6.689 14.812 14.816
H 8.369 14.501 14.210
Br 10.938 12.942 12.967
C 11.333 12.568 14.869
C 12.592 13.360 15.276
Br 11.987 15.300 15.411
H 11.359 11.489 15.022
H 10.467 12.903 15.439
H 13.436 13.321 14.587
H 12.976 13.073 16.254
```

Computed properties:
HOMO level (eV): -9.3508
E_LUMO (eV): -0.321


The following is a quantum chemistry calculation of a molecular structure, C3H3LiLuO3 at a distorted geometry, from OMol25.

XYZ file:
```
11
C3H3LiLuO3 ωB97M-V/def2-TZVPD
O -0.832 0.169 -0.459
C -0.429 0.330 0.909
C 0.873 0.769 1.009
O 0.921 -1.160 -0.584
C -0.011 -0.661 -1.228
O -0.318 -0.564 -2.433
Lu -2.178 0.550 -2.405
H -1.243 0.397 1.627
H 1.312 0.932 1.994
H 1.458 1.299 0.254
Li 0.447 -2.061 1.315
```

Computed properties:
HOMO level (eV): -21.7215
E_LUMO (eV): -16.082
Total charge: +3


The following is a quantum chemistry calculation of 2 unconnected molecules or ions with the total composition H4S4 at a distorted geometry, from OMol25.

XYZ file:
```
8
H4S4 ωB97M-V/def2-TZVPD
S 0.966 1.197 1.187
S 2.878 1.953 1.744
H 1.193 0.489 0.061
H 3.444 0.772 2.071
S -1.471 -1.068 -0.273
S -3.278 -1.492 -1.399
H -0.509 -1.417 -1.153
H -3.224 -0.435 -2.237
```

Computed properties:
Structure (SMILES): SS.SS
Energy relative to the best compared isomer or geometry (same formula, charge and spin) (kcal/mol): 6.3
HOMO level (eV): -9.3714
E_LUMO (eV): -0.295


The following is a quantum chemistry calculation of 13 unconnected molecules or ions with the total composition C39H78O39 at a distorted geometry, from OMol25.

XYZ file:
```
156
C39H78O39 ωB97M-V/def2-TZVPD
C 3.425 1.096 1.725
O 2.511 1.991 1.134
C 2.887 2.913 0.244
O 3.998 2.920 -0.376
O 1.820 3.683 0.140
C 1.865 4.821 -0.745
H 3.134 0.826 2.740
H 4.449 1.460 1.815
H 3.316 0.181 1.144
H 2.590 5.545 -0.374
H 0.928 5.369 -0.646
H 2.081 4.546 -1.777
C 1.301 -1.809 -0.453
O 1.103 -0.413 -0.701
C -0.115 0.062 -0.765
O -1.142 -0.498 -0.447
O -0.006 1.297 -1.196
C -1.193 2.078 -1.326
H 2.311 -2.157 -0.234
H 0.992 -2.427 -1.296
H 0.610 -2.073 0.347
H -0.990 3.108 -1.619
H -1.694 2.267 -0.377
H -1.989 1.637 -1.927
C 6.605 -6.552 -3.452
O 5.619 -6.834 -2.460
C 5.098 -5.767 -1.812
O 5.392 -4.604 -2.135
O 4.194 -6.234 -0.847
C 3.209 -5.309 -0.323
H 6.203 -6.090 -4.354
H 7.126 -7.473 -3.714
H 7.446 -5.916 -3.179
H 2.265 -5.853 -0.351
H 3.143 -4.381 -0.891
H 3.280 -5.010 0.723
C -4.730 1.104 3.074
O -5.436 1.234 1.830
C -5.102 2.123 0.996
O -3.957 2.590 0.904
O -6.117 2.339 0.093
C -5.780 2.838 -1.173
H -5.035 1.910 3.742
H -3.643 1.091 2.998
H -5.009 0.103 3.404
H -5.125 3.709 -1.141
H -6.702 3.051 -1.715
H -5.318 2.077 -1.802
C -1.104 3.436 2.424
O -1.415 4.515 3.173
C -2.493 4.628 4.001
O -3.402 3.792 4.124
O -2.261 5.837 4.701
C -3.246 6.160 5.634
H -0.091 3.062 2.572
H -1.177 3.712 1.372
H -1.894 2.686 2.437
H -2.886 6.844 6.402
H -3.578 5.359 6.294
H -4.085 6.671 5.160
C 7.222 -3.221 3.891
O 6.037 -2.498 3.902
C 4.926 -2.930 3.252
O 4.792 -3.912 2.501
O 4.014 -2.054 3.567
C 2.635 -2.356 3.310
H 7.214 -4.250 4.252
H 7.938 -2.685 4.513
H 7.593 -3.172 2.868
H 2.553 -3.432 3.154
H 2.330 -1.745 2.461
H 2.032 -2.014 4.151
C -4.063 -0.979 -1.209
O -4.647 -1.029 -2.498
C -5.019 -2.131 -2.948
O -5.021 -3.232 -2.386
O -5.655 -1.908 -4.072
C -6.562 -2.905 -4.536
H -4.700 -0.989 -0.324
H -3.475 -0.062 -1.166
H -3.295 -1.749 -1.137
H -6.023 -3.690 -5.067
H -7.363 -2.478 -5.139
H -7.024 -3.375 -3.667
C -1.618 -4.530 -3.458
O -0.455 -4.494 -4.339
C 0.742 -4.319 -3.713
O 1.051 -4.641 -2.577
O 1.599 -3.785 -4.620
C 2.935 -3.441 -4.200
H -1.739 -5.347 -2.747
H -2.513 -4.568 -4.078
H -1.714 -3.582 -2.928
H 3.577 -4.311 -4.339
H 2.984 -3.062 -3.180
H 3.393 -2.637 -4.775
C -3.669 0.955 -5.099
O -4.246 2.149 -4.629
C -3.946 3.314 -5.217
O -3.309 3.385 -6.267
O -4.519 4.381 -4.580
C -4.562 5.637 -5.276
H -2.925 0.659 -4.359
H -3.256 0.989 -6.107
H -4.454 0.199 -5.137
H -4.845 6.380 -4.531
H -5.338 5.699 -6.038
H -3.682 5.973 -5.825
C -0.735 0.160 2.876
O -1.022 0.338 4.288
C -0.041 0.108 5.086
O 1.182 0.005 4.837
O -0.674 0.143 6.293
C 0.044 0.001 7.489
H -0.895 -0.888 2.623
H 0.244 0.510 2.549
H -1.513 0.626 2.272
H 0.719 0.857 7.512
H 0.559 -0.910 7.791
H -0.675 0.106 8.301
C -1.077 9.065 -2.511
O -1.165 7.623 -2.490
C -2.271 6.997 -2.025
O -3.185 7.477 -1.352
O -2.177 5.667 -2.399
C -3.133 4.709 -2.023
H -0.512 9.270 -3.420
H -0.637 9.510 -1.619
H -2.024 9.560 -2.726
H -3.132 4.642 -0.935
H -2.870 3.738 -2.442
H -4.124 5.106 -2.243
C -0.224 -4.380 4.224
O -1.045 -4.782 3.185
C -0.659 -4.639 1.897
O 0.428 -4.189 1.497
O -1.604 -4.973 1.133
C -1.627 -4.549 -0.214
H -0.907 -4.403 5.073
H 0.180 -3.368 4.237
H 0.549 -5.105 4.478
H -0.797 -4.937 -0.805
H -1.534 -3.469 -0.328
H -2.502 -4.983 -0.698
C 7.715 0.155 2.623
O 6.636 -0.063 1.765
C 6.812 -0.718 0.606
O 7.818 -1.256 0.264
O 5.575 -0.891 0.126
C 5.495 -1.847 -0.935
H 7.496 0.910 3.378
H 8.447 0.643 1.980
H 8.262 -0.631 3.143
H 5.899 -2.808 -0.618
H 6.087 -1.561 -1.804
H 4.501 -2.059 -1.331
```

Computed properties:
Energy relative to the best compared isomer or geometry (same formula, charge and spin) (kcal/mol): 128.1
HOMO level (eV): -10.2717
E_LUMO (eV): 0.412


The following is a quantum chemistry calculation of a single C17H25ClN2O4S2 molecule at a distorted geometry, from OMol25.

XYZ file:
```
51
C17H25ClN2O4S2 ωB97M-V/def2-TZVPD
C 8.161 1.670 0.023
C 6.742 1.405 -0.472
C 6.700 1.424 -1.994
C 5.775 2.415 0.128
S 6.363 -0.314 0.140
C 4.610 -0.579 -0.281
C 3.708 -0.375 0.934
N 2.318 -0.585 0.599
C 1.627 -1.671 1.013
O 2.094 -2.523 1.740
C 0.217 -1.752 0.510
C -0.371 -3.014 0.429
C -1.668 -3.172 -0.018
C -2.406 -2.051 -0.383
Cl -4.012 -2.203 -0.941
C -1.836 -0.791 -0.285
S -2.763 0.676 -0.753
O -3.253 0.526 -2.088
O -1.915 1.801 -0.467
N -4.049 0.572 0.309
C -5.353 0.945 -0.208
C -5.541 2.462 -0.133
O -5.345 2.930 1.183
C -4.045 2.632 1.644
C -3.787 1.122 1.624
C -0.538 -0.638 0.158
H 8.495 2.651 -0.309
H 8.196 1.637 1.109
H 8.843 0.917 -0.363
H 7.010 2.402 -2.359
H 7.374 0.673 -2.398
H 5.699 1.227 -2.371
H 4.763 2.272 -0.246
H 5.766 2.334 1.213
H 6.091 3.422 -0.138
H 4.536 -1.608 -0.632
H 4.341 0.093 -1.095
H 3.965 -1.101 1.708
H 3.835 0.634 1.336
H 1.905 0.039 -0.075
H 0.217 -3.869 0.728
H -2.117 -4.150 -0.085
H -5.407 0.602 -1.241
H -6.110 0.436 0.395
H -6.559 2.744 -0.409
H -4.824 2.943 -0.816
H -3.986 3.023 2.661
H -3.296 3.127 1.010
H -2.748 0.909 1.876
H -4.448 0.616 2.335
H -0.165 0.372 0.236
```

Computed properties:
Structure (SMILES): CC(C)(C)SCCNC(=O)c1ccc(Cl)c(S(=O)(=O)N2CCOCC2)c1
Energy relative to the best compared isomer or geometry (same formula, charge and spin) (kcal/mol): 33.4
HOMO level (eV): -8.7202
E_LUMO (eV): 0.117


no.,E (eV)
1,-8382.2865
2,-138296.5052
3,-170403.3953
4,-893942.1844
5,-43093.6018
6,-43405.3325
7,-121555.3164
8,-63397.9055